Density functional theory data (ωB97M-V with the def2-TZVPD basis set) for a gas-phase ion, C3H7N2O2 (charge +1).

As for the energy: -10288.7728 eV. Its SMILES is C1CO[C@@]2(NO2)[NH2+]1. For the energy relative to the best compared isomer or geometry (same formula, charge and spin), the calculation gives 389.6 kJ/mol. The gap between HOMO and LUMO is 11.11 eV. The value obtained for the highest occupied orbital energy is -14.82 eV.

```
! wB97M-V def2-TZVPD RIJCOSX def2/J DEFGRID3
* xyz 1 1
C 0.20916 -1.26655 0.40439
C 0.02234 -0.17131 1.42154
O 0.51356 0.97563 0.71570
C 0.02505 0.89746 -0.49113
N -0.00719 1.88855 -1.46654
O -1.22000 1.45356 -0.89492
N -0.00093 -0.55729 -0.90927
H 1.34162 -1.56657 0.51245
H -0.28903 -2.27845 0.45501
H -1.06851 0.05552 1.84716
H 0.61063 -0.29787 2.20179
H 0.12532 2.80359 -0.98239
H 0.64491 -0.99683 -1.59917
H -0.90691 -0.93944 -1.21463
*
```

Löwdin atomic charge list, values in e, 8 entries:
1 C -0.063
2 C -0.093
3 O 0.095
4 C -0.560
5 N 0.168
6 O 0.045
7 N 0.196
8 H 0.182


Density functional theory data (ωB97M-V with the def2-TZVPD basis set) for a gas-phase ion, C3H7N2O2 (charge +1).

As for the energy: -10289.9509 eV. Its SMILES is C[N+]1=CNO[C@@H]1O. For the energy relative to the best compared isomer or geometry (same formula, charge and spin), the calculation gives 275.9 kJ/mol. The gap between HOMO and LUMO is 10.68 eV. The value obtained for the highest occupied orbital energy is -14.52 eV.

```
! wB97M-V def2-TZVPD RIJCOSX def2/J DEFGRID3
* xyz 1 1
C -0.10070 -0.77061 1.63337
N 0.28232 -0.00942 0.43232
C 0.75237 1.15394 0.14942
N 0.77530 1.34062 -1.20826
O 0.23883 0.21810 -1.84694
C -0.19573 -0.72470 -0.90972
O -1.58831 -0.81542 -0.86285
H 0.69768 -1.47124 1.90249
H -1.03236 -1.25800 1.51692
H -0.19826 0.09211 2.35984
H 1.22610 1.76467 0.87735
H 1.03740 2.06988 -2.00048
H 0.23336 -1.68498 -1.06263
H -2.12801 0.09506 -0.98084
*
```

Löwdin atomic charge list, values in e, 8 entries:
1 C 0.032
2 N -0.021
3 C -0.009
4 N 0.091
5 O 0.009
6 C -0.267
7 O 0.027
8 H 0.113


Density functional theory data (ωB97M-V with the def2-TZVPD basis set) for a gas-phase ion, C3H7N2O2 (charge +1).

As for the energy: -10291.3298 eV. Its SMILES is [NH2+]=C(O)O[C@H]1CN1. For the energy relative to the best compared isomer or geometry (same formula, charge and spin), the calculation gives 142.9 kJ/mol. The gap between HOMO and LUMO is 12.69 eV. The value obtained for the highest occupied orbital energy is -15.68 eV.

```
! wB97M-V def2-TZVPD RIJCOSX def2/J DEFGRID3
* xyz 1 1
N -2.64785 0.27662 0.23278
C -1.45105 -0.00430 -0.08178
O -1.07015 -1.26381 -0.05461
O -0.52773 0.91491 -0.23869
C 0.98676 0.60631 -0.43166
C 1.79585 0.12928 0.67906
N 1.47564 -0.78434 -0.44260
H -3.54354 -0.32626 0.12385
H -2.72717 1.32983 0.12193
H -0.03667 -1.31144 -0.13872
H 1.42899 1.29290 -0.99955
H 2.78720 0.44439 0.67445
H 1.30162 -0.20755 1.59678
H 2.22810 -1.09654 -1.04125
*
```

Löwdin atomic charge list, values in e, 8 entries:
1 N 0.261
2 C -0.504
3 O 0.160
4 O 0.123
5 C -0.115
6 C -0.025
7 N 0.057
8 H 0.224


Density functional theory data (ωB97M-V with the def2-TZVPD basis set) for a molecular structure, C3H7N2O2S.

As for the energy: -21134.6294 eV. For the energy relative to the best compared isomer or geometry (same formula, charge and spin), the calculation gives 221.8 kJ/mol. The gap between HOMO and LUMO is 7.07 eV. The value obtained for the highest occupied orbital energy is -3.56 eV.

```
! wB97M-V def2-TZVPD RIJCOSX def2/J DEFGRID3
* xyz -1 1
C 2.10383 -0.24406 0.05005
C -0.42956 -0.58978 -1.26203
C 0.18005 -0.04405 -0.05675
N -1.87687 -0.34241 1.26702
N -0.44729 -0.47084 1.08096
O 2.51051 0.31356 1.03801
O 2.56082 -0.71375 -0.94813
S 0.10217 1.87419 -0.42415
H -0.92642 0.09154 -1.90768
H 0.29324 -1.09164 -1.83845
H -1.09405 -1.36603 -1.00429
H -2.15468 -0.40694 0.25100
H -1.92874 0.75059 1.43352
H 0.01862 -0.12879 1.90220
H 1.08838 2.36843 0.41873
*
```

Löwdin atomic charge list, values in e, 8 entries:
1 C -0.693
2 C -0.186
3 C -0.694
4 N -0.022
5 N -0.187
6 O -0.041
7 O 0.005
8 S 0.590


Density functional theory data (ωB97M-V with the def2-TZVPD basis set) for a gas-phase ion, C3H7N2O3 (charge +1).

As for the energy: -12335.0342 eV. Its SMILES is C[C@H](O)C(=[NH2+])[N+](=O)[O-]. For the energy relative to the best compared isomer or geometry (same formula, charge and spin), the calculation gives 438.2 kJ/mol. The gap between HOMO and LUMO is 9.42 eV. The value obtained for the highest occupied orbital energy is -15.76 eV.

```
! wB97M-V def2-TZVPD RIJCOSX def2/J DEFGRID3
* xyz 1 1
C -0.34155 1.22191 0.56767
C -0.27988 0.24294 -0.66624
O -1.32297 -0.53784 -0.76052
C 1.23565 -0.55522 -0.20802
N 1.43694 -1.80784 0.03275
N 2.54289 0.27651 -0.11131
O 2.47749 1.39299 -0.61543
O 3.48108 -0.21874 0.43441
H -0.12591 0.74259 1.49684
H 0.36938 2.02405 0.42536
H -1.30168 1.61425 0.64735
H 0.04921 0.65413 -1.58797
H -1.63320 -0.75324 -1.73498
H 0.90242 -2.68540 -0.05891
H 2.47642 -1.87530 0.20858
*
```

Löwdin atomic charge list, values in e, 8 entries:
1 C 0.009
2 C -0.323
3 O 0.041
4 C 0.044
5 N 0.297
6 N -0.313
7 O 0.148
8 O 0.150


Density functional theory data (ωB97M-V with the def2-TZVPD basis set) for a gas-phase ion, C3H7N2OS (charge +1).

As for the energy: -19076.1782 eV. For the energy relative to the best compared isomer or geometry (same formula, charge and spin), the calculation gives 493.9 kJ/mol. The gap between HOMO and LUMO is 9.20 eV. The value obtained for the highest occupied orbital energy is -13.92 eV.

```
! wB97M-V def2-TZVPD RIJCOSX def2/J DEFGRID3
* xyz 1 1
C 0.85098 -0.91192 -0.04704
C -0.88398 1.15255 -0.13975
C 0.49964 1.63192 0.30319
N -1.04622 -0.14550 0.42433
N 1.29831 -2.11159 0.04799
O -1.80486 -1.01088 -0.26407
S 1.73456 0.46331 -0.29280
H -1.66747 1.59729 0.54138
H -1.00565 1.12480 -1.17250
H 0.69224 2.58994 -0.07692
H 0.42025 1.62169 1.32936
H 0.61730 -2.76156 0.42223
H 2.28272 -2.31205 0.10879
H -1.98782 -0.92800 -1.18420
*
```

Löwdin atomic charge list, values in e, 8 entries:
1 C -0.446
2 C -0.227
3 C -0.376
4 N -0.015
5 N 0.139
6 O 0.002
7 S 1.080
8 H 0.185


Density functional theory data (ωB97M-V with the def2-TZVPD basis set) for C3H7N2P in the gas phase.

As for the energy: -15488.5919 eV. For the energy relative to the best compared isomer or geometry (same formula, charge and spin), the calculation gives 252.8 kJ/mol. The gap between HOMO and LUMO (spin up / spin down) is 8.64 / 7.24 eV. The value obtained for the highest occupied orbital energy (spin up / spin down) is -9.31 / -7.93 eV.

```
! wB97M-V def2-TZVPD RIJCOSX def2/J DEFGRID3
* xyz 0 1
C -2.36336 -0.28207 0.08012
C -1.58011 1.06004 0.34707
C 2.05605 -0.94016 -0.07807
N -2.07038 -1.41557 -0.21983
N 1.09998 -0.06366 0.48438
P 0.12565 0.90249 -0.28081
H -3.53064 -0.11250 0.16318
H -2.15751 1.61796 -0.35980
H -1.71027 1.43522 1.28668
H 3.12499 -0.60414 0.36078
H 1.96021 -1.91305 0.15659
H 2.33327 -0.91004 -1.21305
H -0.22522 0.38709 -1.51468
*
```

Löwdin atomic charge list, values in e, 8 entries:
1 C -0.391
2 C -0.350
3 C -0.270
4 N 0.146
5 N -0.340
6 P 0.803
7 H 0.140
8 H 0.056


Density functional theory data (ωB97M-V with the def2-TZVPD basis set) for a molecular structure, C3H7N2S.

As for the energy: -17030.9591 eV. For the energy relative to the best compared isomer or geometry (same formula, charge and spin), the calculation gives 252.0 kJ/mol. The gap between HOMO and LUMO is 10.12 eV. The value obtained for the highest occupied orbital energy is -14.78 eV.

```
! wB97M-V def2-TZVPD RIJCOSX def2/J DEFGRID3
* xyz 1 1
C -0.33901 -0.62472 0.79668
C 1.01849 -0.92225 -0.08893
C 0.54297 0.22666 -1.74768
N 1.37551 0.26135 -0.69364
N -1.06933 0.31980 0.01913
S 0.38517 -1.45437 -1.72346
H -0.69893 -1.62090 0.88620
H -0.06364 -0.07767 1.73115
H 1.73586 -1.56642 0.29460
H 0.46132 0.92460 -2.53258
H 1.66920 1.02044 -0.17382
H -1.81065 0.11548 -0.64694
H -1.35528 1.03138 0.54748
*
```

Löwdin atomic charge list, values in e, 8 entries:
1 C -0.165
2 C -0.425
3 C -0.289
4 N -0.048
5 N 0.025
6 S 1.110
7 H 0.104
8 H 0.150


Q: Which value of energy relative to the best compared isomer or geometry (same formula, charge and spin) does entry 2 give?
A: 275.9 kJ/mol